{
  "formula": "CH2NO4S",
  "method": "ωB97M-V/def2-TZVPD",
  "smiles": "NC(=O)S(=O)(=O)[O-]",
  "lumo_ev": 4.0,
  "homo_energy_ev": -5.16,
  "gap_ev": 9.14,
  "e_above_lowest_ev": 0.101,
  "total_charge": -1,
  "symbols": ["C", "N", "O", "O", "O", "O", "S", "H", "H"],
  "coordinates": [[-0.350, 0.737, 0.225], [-1.440, 0.122, -0.298], [1.628, -0.680, 1.476], [-0.273, 1.836, 0.671], [2.151, 0.169, -0.780], [0.485, -1.678, -0.423], [1.099, -0.471, 0.101], [-2.260, 0.760, -0.341], [-1.039, -0.795, -0.631]]
}



{
  "formula": "C23H21ClCrN3O6",
  "method": "ωB97M-V/def2-TZVPD",
  "s_squared": 3.78,
  "lumo_ev": [-1.1, -1.2],
  "multiplicity": 4,
  "homo_energy_ev": [-7.50, -7.61],
  "gap_ev": [6.41, 6.38],
  "symbols": ["Cr", "C", "O", "C", "C", "C", "C", "C", "C", "N", "N", "C", "C", "O", "C", "C", "C", "C", "C", "C", "C", "C", "H", "H", "H", "H", "H", "H", "H", "H", "H", "H", "H", "H", "H", "O", "Cl", "O", "O", "O", "C", "C", "C", "C", "C", "C", "N", "H", "H", "H", "H", "H", "H", "H", "H"],
  "coordinates": [[-0.550, -0.951, -0.105], [-3.154, 1.039, 0.802], [-1.741, 0.845, 0.987], [-1.256, 0.988, 2.261], [-1.908, 1.706, 3.253], [-1.325, 1.821, 4.506], [-0.101, 1.222, 4.766], [0.541, 0.503, 3.772], [-0.035, 0.378, 2.520], [0.565, -0.373, 1.444], [1.737, -0.773, 1.710], [2.499, -1.437, 0.824], [2.202, -1.517, -0.558], [1.100, -1.113, -1.079], [3.211, -2.011, -1.454], [4.390, -2.453, -0.977], [4.714, -2.437, 0.424], [5.953, -2.917, 0.884], [6.259, -2.887, 2.221], [5.319, -2.378, 3.129], [4.102, -1.909, 2.697], [3.778, -1.923, 1.330], [-3.395, 2.099, 0.870], [-3.698, 0.467, 1.552], [-3.390, 0.658, -0.186], [-2.859, 2.175, 3.050], [-1.835, 2.382, 5.279], [0.355, 1.306, 5.743], [1.491, 0.024, 3.958], [2.973, -2.025, -2.509], [5.134, -2.840, -1.666], [6.663, -3.308, 0.165], [7.213, -3.255, 2.574], [5.551, -2.358, 4.186], [3.380, -1.532, 3.407], [-2.006, -3.805, 2.078], [-1.853, -3.144, 0.822], [-2.258, -1.680, 0.928], [-3.356, -1.777, -1.932], [-0.346, -2.884, 0.540], [-1.168, -2.654, -2.792], [-2.016, -1.482, -2.395], [-3.181, -1.003, -3.160], [-3.180, 0.459, -3.000], [-2.161, 0.775, -2.180], [-1.717, 2.151, -1.792], [-1.409, -0.322, -1.762], [-1.783, -3.349, -3.361], [-0.736, -3.197, -1.948], [-0.343, -2.306, -3.414], [-3.559, -1.506, -4.043], [-3.819, 1.158, -3.518], [-2.529, 2.870, -1.895], [-0.900, 2.465, -2.445], [-1.343, 2.191, -0.769]]
}



{
  "formula": "CHIrO2",
  "method": "ωB97M-V/def2-TZVPD",
  "s_squared": 6.01,
  "lumo_ev": [-13.8, -15.9],
  "multiplicity": 5,
  "homo_energy_ev": [-23.33, -24.05],
  "gap_ev": [9.55, 8.16],
  "e_above_lowest_ev": 0.000,
  "total_charge": 2,
  "symbols": ["O", "C", "O", "Ir", "H"],
  "coordinates": [[-0.726, 0.919, -0.560], [1.245, 0.100, -0.816], [0.954, -0.599, 0.099], [-0.902, -0.247, 0.831], [-0.607, 1.860, -0.692]]
}



{
  "formula": "CH7OS2",
  "method": "ωB97M-V/def2-TZVPD",
  "lumo_ev": -10.2,
  "homo_energy_ev": -14.28,
  "gap_ev": 4.08,
  "e_above_lowest_ev": 6.150,
  "total_charge": 1,
  "symbols": ["O", "H", "H", "H", "C", "S", "S", "H", "H", "H", "H"],
  "coordinates": [[-0.399, 3.686, 2.589], [-0.304, 0.250, -0.994], [-1.693, 2.363, -0.890], [-0.951, 3.155, 1.969], [0.832, -3.142, -0.795], [-0.087, -1.459, -1.396], [-0.876, 1.452, -0.351], [1.776, -2.790, -0.413], [1.168, -3.668, -1.704], [0.183, -3.710, -0.068], [0.351, 3.862, 2.052]]
}



{
  "formula": "C8H10AuCl3GeN2O2S2",
  "method": "ωB97M-V/def2-TZVPD",
  "s_squared": 0.77,
  "lumo_ev": [-7.3, -7.1],
  "multiplicity": 2,
  "homo_energy_ev": [-12.30, -12.22],
  "gap_ev": [5.05, 5.10],
  "e_above_lowest_ev": 0.892,
  "total_charge": 1,
  "symbols": ["Au", "C", "O", "C", "C", "O", "C", "H", "H", "H", "H", "H", "H", "H", "H", "H", "H", "S", "C", "S", "C", "C", "N", "C", "N", "Cl", "Ge", "Cl", "Cl"],
  "coordinates": [[0.111, 0.610, -0.131], [3.238, 1.202, 0.954], [2.423, 0.333, 0.153], [2.754, -1.048, 0.350], [1.942, -1.891, -0.592], [0.571, -1.740, -0.241], [-0.281, -2.688, -0.893], [4.288, 1.023, 0.721], [3.068, 1.027, 2.019], [2.988, 2.228, 0.703], [2.549, -1.334, 1.386], [3.816, -1.194, 0.141], [2.241, -2.937, -0.485], [2.105, -1.576, -1.629], [0.022, -3.700, -0.619], [-0.240, -2.574, -1.978], [-1.295, -2.513, -0.542], [-2.105, 0.463, -1.330], [-2.892, 0.332, 0.190], [-1.818, 0.230, 1.522], [-4.251, 0.281, 0.313], [-5.085, 0.406, -0.833], [-5.760, 0.519, -1.757], [-4.852, 0.089, 1.586], [-5.321, -0.090, 2.622], [0.862, 3.932, 1.541], [0.368, 3.099, -0.357], [-1.394, 4.044, -1.082], [1.950, 3.468, -1.731]]
}



{
  "formula": "C30H35N3O3Rb",
  "method": "ωB97M-V/def2-TZVPD",
  "lumo_ev": 2.2,
  "homo_energy_ev": -2.77,
  "gap_ev": 4.94,
  "e_above_lowest_ev": 0.096,
  "total_charge": -1,
  "symbols": ["Rb", "C", "C", "C", "C", "C", "C", "C", "C", "C", "C", "H", "H", "H", "H", "H", "H", "H", "H", "H", "H", "H", "H", "H", "H", "H", "C", "C", "C", "C", "N", "C", "C", "C", "C", "C", "C", "N", "C", "C", "C", "C", "C", "N", "H", "H", "H", "H", "H", "H", "H", "H", "H", "H", "H", "O", "C", "O", "H", "C", "C", "C", "O", "C", "H", "H", "H", "H", "H", "H", "H", "H"],
  "coordinates": [[0.436, -0.409, 0.390], [0.238, 2.321, 2.529], [1.437, 1.622, 2.809], [1.091, 0.380, 3.373], [-0.316, 0.296, 3.428], [-0.843, 1.492, 2.896], [-2.290, 1.867, 2.800], [-1.087, -0.870, 3.968], [2.051, -0.694, 3.793], [2.833, 2.148, 2.654], [0.114, 3.769, 2.168], [-2.581, 2.185, 1.791], [-2.568, 2.690, 3.473], [-2.939, 1.026, 3.057], [-1.211, -0.850, 5.059], [-0.595, -1.823, 3.744], [-2.094, -0.930, 3.544], [1.728, -1.190, 4.714], [3.045, -0.282, 3.995], [2.184, -1.492, 3.051], [3.306, 2.406, 3.611], [2.855, 3.061, 2.052], [3.511, 1.438, 2.168], [-0.008, 4.423, 3.044], [-0.751, 3.970, 1.527], [0.995, 4.147, 1.637], [0.099, 3.977, -1.937], [-0.584, 3.969, -3.139], [-1.425, 2.905, -3.427], [-1.549, 1.889, -2.484], [-0.874, 1.882, -1.337], [-0.069, 2.901, -1.073], [-2.466, 0.720, -2.696], [-3.533, 0.771, -3.593], [-4.350, -0.342, -3.708], [-4.096, -1.449, -2.917], [-3.015, -1.405, -2.040], [-2.211, -0.350, -1.954], [-2.707, -2.520, -1.098], [-2.937, -3.849, -1.423], [-2.591, -4.822, -0.493], [-2.032, -4.432, 0.708], [-1.846, -3.073, 0.941], [-2.184, -2.136, 0.067], [0.763, 4.786, -1.663], [-0.462, 4.777, -3.851], [-1.952, 2.863, -4.370], [0.465, 2.846, -0.133], [-3.741, 1.663, -4.165], [-5.194, -0.333, -4.387], [-4.737, -2.319, -2.947], [-3.340, -4.120, -2.389], [-2.735, -5.872, -0.719], [-1.708, -5.149, 1.449], [-1.381, -2.733, 1.856], [1.072, -3.001, 0.844], [2.210, -2.950, 0.327], [2.623, -2.097, -0.488], [2.934, -3.742, 0.645], [4.186, 2.160, -2.148], [3.869, 0.946, -3.030], [2.523, 0.434, -2.484], [2.183, 1.292, -1.383], [3.393, 1.843, -0.891], [3.801, 3.078, -2.597], [5.253, 2.288, -1.967], [4.635, 0.178, -2.913], [3.822, 1.204, -4.088], [2.592, -0.593, -2.120], [1.707, 0.516, -3.205], [3.912, 1.113, -0.257], [3.137, 2.706, -0.277]]
}